[1]
The following is a DFT calculation (ωB97M-V/def2-TZVPD) of 2 unconnected molecules or ions with the total composition C4H12NO3 in a non-equilibrium geometry.

Frontier orbital gap (spin up / spin down) (eV): 10.72 / 7.56
ΔE to the lowest compared entry with this formula, charge and spin (eV): 0.3855
Molar mass (g/mol): 122.14

Structure (ORCA input):
```
! wB97M-V def2-TZVPD RIJCOSX def2/J DEFGRID3
* xyz 0 2
C -0.5022 -0.7154 -1.5667
C 0.1259 0.7028 -1.1980
C 0.7744 1.2534 -2.4739
O 1.1638 0.4977 -0.3009
N -1.2098 -1.3874 -0.5021
C -1.4737 -0.7580 0.8430
O -0.2608 -0.6614 1.3891
H 0.3196 -1.2973 -1.9815
H -1.2300 -0.4599 -2.3508
H -0.6689 1.3947 -0.9022
H 0.0417 1.2605 -3.2707
H 1.1569 2.2317 -2.1776
H 1.6046 0.6218 -2.7325
H 0.7624 0.1130 0.4795
H -0.6054 -2.1625 -0.2555
H -2.1119 -1.4833 1.3643
H -2.1006 0.1246 0.6496
H 1.5457 1.0288 2.5930
H 0.4243 0.1170 3.1280
O 1.0597 0.7957 3.4029
*
```



[2]
The following is a DFT calculation (ωB97M-V/def2-TZVPD) of C5H11NO3 in the gas phase in a non-equilibrium geometry.

Frontier orbital gap (eV): 9.57
ΔE to the lowest compared entry with this formula, charge and spin (eV): 2.0129
Molar mass (g/mol): 133.15
SMILES: C[N@@H+](C(=O)O)C(C)(C)[O-]

Structure (ORCA input):
```
! wB97M-V def2-TZVPD RIJCOSX def2/J DEFGRID3
* xyz 0 1
C -1.2982 -0.8072 -1.2197
N -0.1802 -0.8874 -0.2669
C 1.2582 -1.1392 -0.8544
O 1.9024 -2.0030 -0.3365
O 1.3645 -0.7201 -2.1317
C 0.3251 0.5693 0.5301
C -0.7060 1.6791 0.3697
C 0.5128 0.1595 1.9932
O 1.4641 0.7667 -0.1247
H -1.4252 -1.7671 -1.7187
H -2.2090 -0.5630 -0.6730
H -1.0967 -0.0416 -1.9628
H -0.3387 -1.6343 0.4073
H 1.5233 0.2387 -2.0678
H -0.3206 2.5649 0.8756
H -1.6715 1.4228 0.8126
H -0.8360 1.9361 -0.6813
H 1.2043 -0.6824 2.0462
H -0.4353 -0.0901 2.4785
H 0.9627 0.9986 2.5243
*
```



[3]
The following is a DFT calculation (ωB97M-V/def2-TZVPD) of a gas-phase ion, C8H13ClFNOPS (charge +1).

Frontier orbital gap (eV): 8.98
ΔE to the lowest compared entry with this formula, charge and spin (eV): 0.0000
Molar mass (g/mol): 256.69

Structure (ORCA input):
```
! wB97M-V def2-TZVPD RIJCOSX def2/J DEFGRID3
* xyz 1 1
C 0.6276 2.7427 0.6974
C 0.1461 2.6720 -0.5280
C -1.1624 1.9621 -0.8218
C -1.1390 0.5529 -0.2992
N -0.3563 -0.4419 -0.6718
P 0.8357 -0.6293 -2.0502
O 0.1838 0.3936 -3.1176
Cl 2.4214 0.4792 -1.4946
C -0.5059 -1.6413 0.2177
C 0.4487 -1.5256 1.4165
C 1.9271 -1.7576 1.1001
F 2.6476 -0.6196 1.4309
C -1.9558 -1.5965 0.6672
S -2.2779 0.1629 0.9049
H 1.6054 3.1629 0.8841
H 0.0654 2.3869 1.5544
H 0.6842 3.1229 -1.3497
H -1.3678 1.9279 -1.8882
H -1.9642 2.4914 -0.3075
H -0.7518 0.2138 -3.2905
H -0.2689 -2.5507 -0.3344
H 0.1127 -2.2412 2.1676
H 0.3758 -0.5334 1.8656
H 2.3312 -2.5648 1.7090
H 2.1035 -1.9805 0.0447
H -2.6614 -1.9884 -0.0670
H -2.1049 -2.2003 1.5605
*
```



[4]
The following is a DFT calculation (ωB97M-V/def2-TZVPD) of a molecular structure, C52H46ClKN7O.

Frontier orbital gap (eV): 5.40
ΔE to the lowest compared entry with this formula, charge and spin (eV): 0.4564
Molar mass (g/mol): 859.54

Structure (ORCA input):
```
! wB97M-V def2-TZVPD RIJCOSX def2/J DEFGRID3
* xyz -1 1
K 0.8805 0.6201 0.4945
C 0.2453 -3.9172 -2.4551
C -0.1672 -2.5771 -2.2920
N 0.6469 -1.5581 -2.3478
C 1.9688 -1.7772 -2.5753
C 2.4846 -3.0826 -2.7434
C 1.5676 -4.1584 -2.6792
C 3.8728 -3.2904 -2.9530
C 4.6905 -2.1919 -2.9768
C 4.2090 -0.8858 -2.8173
C 2.8494 -0.6051 -2.6102
N 2.2857 0.5804 -2.3352
C 2.8321 1.7603 -2.7052
C 3.7187 1.9977 -3.7592
C 4.1773 3.2868 -4.0827
C 3.7967 4.3987 -3.3846
C 2.8665 4.2357 -2.3251
C 2.3965 5.3310 -1.5579
C 1.4756 5.1389 -0.5713
C 1.0050 3.8239 -0.3675
N 1.4291 2.7864 -1.0370
C 2.3698 2.9561 -2.0051
H -0.4779 -4.7211 -2.3950
H -1.2152 -2.3537 -2.1014
H 1.9372 -5.1711 -2.8021
H 4.2560 -4.2952 -3.0829
H 5.7596 -2.3297 -3.1085
H 4.9171 -0.0697 -2.8083
H 4.0522 1.1632 -4.3595
H 4.8635 3.3915 -4.9172
H 4.1737 5.3851 -3.6242
H 2.7822 6.3218 -1.7756
H 1.0987 5.9487 0.0396
H 0.2406 3.6484 0.3853
Cl -0.1417 7.1905 3.4877
C -0.2017 5.4507 3.2443
C -1.4432 4.8187 3.0638
C -1.5094 3.4705 2.8536
C -0.3355 2.6309 2.7808
O -0.4262 1.4159 2.4741
C 0.9169 3.3169 3.0196
C 2.2087 2.6624 2.9945
N 2.4187 1.4106 2.8156
C 3.7320 0.9349 2.9249
C 4.6633 1.4399 3.7994
C 5.9706 0.9065 3.8692
C 6.3362 -0.1462 3.0865
C 5.3916 -0.7279 2.2023
C 5.7042 -1.8397 1.3813
C 4.7517 -2.3640 0.5666
C 3.4646 -1.7742 0.5738
N 3.1366 -0.7470 1.3095
C 4.0890 -0.2041 2.1238
C 0.9450 4.7067 3.2267
H -2.3463 5.4175 3.0869
H -2.4606 2.9780 2.6932
H 3.0636 3.3423 3.1280
H 4.3820 2.2493 4.4604
H 6.6815 1.3422 4.5606
H 7.3350 -0.5634 3.1374
H 6.7059 -2.2543 1.4110
H 4.9458 -3.1957 -0.0957
H 2.6894 -2.1800 -0.0698
H 1.9037 5.1962 3.3630
C -4.9564 -1.8757 3.9490
C -4.0087 -3.0227 3.5736
C -4.7777 -4.0800 2.7730
C -3.4941 -3.6623 4.8618
C -2.8712 -2.4670 2.7179
C -1.5333 -2.5657 3.0697
C -0.5739 -1.9724 2.2580
N -0.8578 -1.3492 1.1267
C -2.1374 -1.2709 0.7616
C -3.1618 -1.8010 1.5283
C -2.3953 -0.5486 -0.5297
C -3.5313 -0.8007 -1.2959
C -3.6956 -0.1557 -2.5141
C -2.6833 0.7167 -2.9059
C -1.5869 0.9077 -2.0841
N -1.4486 0.2997 -0.9099
C -4.8970 -0.3995 -3.4250
C -5.6037 0.9340 -3.6984
C -5.9065 -1.3645 -2.8063
C -4.4025 -0.9949 -4.7502
H -5.7677 -2.2520 4.5775
H -5.4038 -1.4122 3.0697
H -4.4256 -1.0980 4.5004
H -5.5971 -4.4836 3.3726
H -4.1224 -4.9044 2.4859
H -5.2025 -3.6567 1.8615
H -4.3397 -4.0148 5.4559
H -2.9316 -2.9504 5.4679
H -2.8492 -4.5196 4.6588
H -1.2183 -3.0575 3.9783
H 0.4736 -1.9824 2.5426
H -4.1883 -1.6729 1.2113
H -4.2554 -1.5244 -0.9512
H -2.7256 1.2398 -3.8525
H -0.7634 1.5515 -2.3744
H -5.9580 1.3863 -2.7701
H -6.4636 0.7739 -4.3533
H -4.9395 1.6488 -4.1842
H -6.2992 -0.9879 -1.8595
H -5.4698 -2.3488 -2.6271
H -6.7482 -1.4948 -3.4895
H -3.7033 -0.3266 -5.2529
H -5.2470 -1.1706 -5.4213
H -3.8917 -1.9449 -4.5829
*
```



[5]
The following is a DFT calculation (ωB97M-V/def2-TZVPD) of a molecular structure, C35H45Cl5InNO7PS in a non-equilibrium geometry.

Frontier orbital gap (eV): 6.54
ΔE to the lowest compared entry with this formula, charge and spin (eV): 31.5304
Molar mass (g/mol): 946.87

Structure (ORCA input):
```
! wB97M-V def2-TZVPD RIJCOSX def2/J DEFGRID3
* xyz -1 1
In 0.6763 1.1478 1.1322
O -1.1969 -1.7542 0.4526
S -0.9135 -1.6852 2.0535
O -1.6234 -2.7512 2.6840
O -1.2229 -0.3580 2.4955
O 0.5686 -1.9217 1.7980
Cl 0.7936 -1.4837 4.8168
C 2.1892 -0.6049 4.3370
C 2.5220 -0.1200 3.0077
C 2.5349 -0.5688 1.6945
Cl 3.1129 -0.4775 0.3670
C 3.8341 0.6174 3.2771
Cl 4.8085 1.4750 2.1617
C 4.1316 0.5443 4.5974
Cl 5.4931 1.2431 5.3721
C 3.1157 -0.2023 5.2446
Cl 3.0877 -0.5329 6.9261
C -2.2523 3.5243 2.7811
C -2.0866 4.0526 1.3518
C -3.3137 4.8824 0.9548
C -1.8838 2.9312 0.3545
C -0.9747 3.0557 -0.6857
C -0.7377 2.0100 -1.5747
C 0.2204 2.2184 -2.7345
C -0.3352 3.3106 -3.6557
C 1.6350 2.5733 -2.2785
C -1.4301 0.8038 -1.3961
C -2.5164 0.7485 -0.5011
C -2.6975 1.8021 0.3818
C -3.5574 -0.3524 -0.5991
C -4.1834 -0.7409 0.7414
C -4.6583 0.1109 -1.5638
C -1.1318 -0.3961 -2.2486
C -1.7150 -0.3160 -3.5228
C -1.7132 -1.3644 -4.4170
C -1.0984 -2.5397 -4.0247
C -0.4660 -2.6054 -2.7981
C -0.4295 -1.5585 -1.8663
P 0.3908 -1.9071 -0.1238
C 2.0875 -1.2541 -0.3614
C 2.2698 -1.5777 -1.8757
C 4.2116 -1.5555 0.6189
C 3.7692 0.2301 -0.7372
C 0.5658 -3.8529 -0.0787
C -0.8344 -4.4644 -0.3392
C 0.9941 -4.3641 1.3163
C 1.6581 -4.4401 -0.9928
H -2.0955 4.3313 3.4977
H -1.5344 2.7323 2.9925
H -3.2562 3.1217 2.9348
H -1.2049 4.6985 1.3236
H -4.2021 4.2476 0.9324
H -3.1834 5.3266 -0.0336
H -3.4809 5.6833 1.6783
H -0.4338 3.9902 -0.7970
H 0.2775 1.2900 -3.3039
H -0.3674 4.2707 -3.1378
H -1.3498 3.0631 -3.9750
H 0.2904 3.4200 -4.5442
H 1.6505 3.4964 -1.6957
H 2.2909 2.6968 -3.1441
H 2.0506 1.7850 -1.6500
H -3.4975 1.7497 1.1097
H -3.0907 -1.2411 -1.0237
H -4.8475 0.0439 1.1096
H -3.4210 -0.9318 1.4928
H -4.7751 -1.6496 0.6172
H -5.1091 1.0400 -1.2079
H -5.4393 -0.6499 -1.6339
H -4.2575 0.2853 -2.5629
H -2.1997 0.6165 -3.7880
H -2.1894 -1.2745 -5.3850
H -1.0977 -3.4118 -4.6672
H 0.0121 -3.5395 -2.5707
H 1.7190 -2.3477 -2.3796
H 3.3396 -1.8034 -1.9675
H 2.1021 -0.6155 -2.3788
H 4.4151 -2.5069 0.1174
H 4.0224 -2.2694 1.6908
H 5.2139 -1.4002 1.0393
H 4.4359 0.8911 -1.2430
H 3.8305 0.2814 0.9870
H 2.3320 0.3720 0.3548
H -1.4011 -4.4936 0.5910
H -0.7217 -5.4891 -0.7071
H -1.4312 -3.9076 -1.0547
H 0.2376 -4.2083 2.0770
H 1.9278 -3.9046 1.6426
H 1.1622 -5.4422 1.2318
H 1.5378 -4.3051 -2.0626
H 1.6958 -5.5168 -0.8132
H 2.6272 -4.0261 -0.7069
O 1.3180 4.7143 2.3080
N 1.4323 3.5181 2.1298
O 2.0311 3.0692 1.1024
O 0.9363 2.6675 2.9305
*
```



[6]
The following is a DFT calculation (ωB97M-V/def2-TZVPD) of C3H4N4O in the gas phase in a non-equilibrium geometry.

Frontier orbital gap (eV): 8.84
ΔE to the lowest compared entry with this formula, charge and spin (eV): 6.2608
Molar mass (g/mol): 112.09
SMILES: N/N=c1/ncnco1

Structure (ORCA input):
```
! wB97M-V def2-TZVPD RIJCOSX def2/J DEFGRID3
* xyz 0 1
N 0.6697 -0.6354 -2.5134
N -0.2892 -0.0659 -1.7825
C -0.3444 0.2069 -0.5179
N -0.9978 1.1923 0.2112
C -0.8795 0.8914 1.4220
N -0.4163 -0.3716 2.1841
C 0.6304 -0.7533 1.4614
O 1.1608 -0.0575 0.0748
H 1.2178 -1.4004 -1.8991
H 0.3043 -0.8277 -3.3444
H -1.3054 1.6593 2.1129
H 1.2942 -1.8768 1.6433
*
```